# 1
Molecular formula: C3H6BrF2OP
Method: DFT, wB97M-V/def2-TZVPD

Bonds (Å) are listed after each position.
Cartesian coordinates (Å):
1 Br 0.748 0.945 -3.006  no bonds
2 P 0.856 1.062 0.521  O5 1.614, C7 1.835, H9 1.414
3 F 2.562 -0.716 -0.745  C7 1.307
4 F 3.282 1.313 -0.822  C7 1.307
5 O 0.300 -0.409 0.883  P2 1.614, C8 1.430
6 C -2.075 -0.097 0.409  C8 1.513, H11 1.087, H12 1.088, H14 1.092
7 C 2.273 0.539 -0.520  P2 1.835, F3 1.307, F4 1.307
8 C -0.857 -0.983 0.267  O5 1.430, C6 1.513, H10 1.093, H13 1.094
9 H 1.662 1.094 1.683  P2 1.414
10 H -0.648 -1.190 -0.785  C8 1.093
11 H -2.324 0.045 1.458  C6 1.087
12 H -2.925 -0.549 -0.097  C6 1.088
13 H -0.988 -1.933 0.793  C8 1.094
14 H -1.867 0.876 -0.041  C6 1.092

HOMO energy (spin up / spin down) in eV: -8.86 / -8.86
Charge: 0
Relative energy (zero: lowest compared OMol25 entry of this formula, charge and spin) in kJ/mol: 223.67

Atom charges from the Mulliken analysis, given in e for atoms 1 to 4: Br -0.487; P 0.113; F -0.107; F -0.105

=====

# 2
Molecular formula: C3H6BrN2P2
Method: DFT, wB97M-V/def2-TZVPD

Bonds (Å) are listed after each position.
Cartesian coordinates (Å):
1 Br -3.826 -0.052 -0.114  C6 1.818
2 P 1.385 2.132 -0.247  N4 1.909, H9 1.387, H10 1.369
3 P 1.587 -1.758 -0.060  C8 1.783, H11 1.428, H14 1.374
4 N 0.101 0.733 -0.050  P2 1.909, C7 1.356, C8 1.296
5 N -1.282 -1.033 -0.003  C6 1.323, C8 1.732, H12 0.978
6 C -2.013 0.050 -0.207  Br1 1.818, N5 1.323, C7 1.335
7 C -1.187 1.098 -0.261  N4 1.356, C6 1.335, H13 1.110
8 C 0.351 -0.507 0.233  P3 1.783, N4 1.296, N5 1.732
9 H 1.719 1.342 -1.337  P2 1.387
10 H 2.559 1.712 0.320  P2 1.369
11 H 2.512 -1.235 0.895  P3 1.428
12 H -1.355 -1.982 0.222  N5 0.978
13 H -1.552 2.145 -0.203  C7 1.110
14 H 1.000 -2.646 0.811  P3 1.374

HOMO energy (spin up / spin down) in eV: -10.29 / -14.54
Charge: +1
2S+1: 3
⟨S²⟩: 2.011

Atom charges from the Mulliken analysis, given in e for atoms 1 to 4: Br 0.008; P 0.009; P -0.045; N -0.089

=====

# 3
Molecular formula: C3H6BrO2P
Method: DFT, wB97M-V/def2-TZVPD

Bonds (Å) are listed after each position.
Cartesian coordinates (Å):
1 Br 2.404 -1.484 -1.370  P2 2.816
2 P 0.523 0.579 -1.745  Br1 2.816, C5 1.904, C6 1.859
3 O -0.267 0.329 0.938  C5 1.195
4 O -0.947 -1.202 -0.513  C5 1.315, C7 1.444
5 C -0.290 -0.116 -0.170  P2 1.904, O3 1.195, O4 1.315
6 C 1.692 1.884 -1.124  P2 1.859, H9 1.061, H11 1.091, H13 1.142
7 C -1.871 -1.841 0.394  O4 1.444, H8 1.068, H10 1.049, H12 1.076
8 H -1.815 -2.906 0.326  C7 1.068
9 H 1.984 1.569 -0.153  C6 1.061
10 H -1.418 -1.483 1.269  C7 1.049
11 H 2.513 1.988 -1.835  C6 1.091
12 H -2.880 -1.488 0.272  C7 1.076
13 H 1.168 2.898 -1.101  C6 1.142

SMILES: COC(=O)P(C)Br
HOMO energy in eV: -9.71
Charge: 0
Relative energy (zero: lowest compared OMol25 entry of this formula, charge and spin) in kJ/mol: 91.86

Atom charges from the Mulliken analysis, given in e for atoms 1 to 4: Br -0.301; P 0.187; O -0.536; O -0.230

=====

# 4
Molecular formula: C3H6BrO2S
Method: DFT, wB97M-V/def2-TZVPD

Bonds (Å) are listed after each position.
Cartesian coordinates (Å):
1 Br -1.110 1.204 2.328  C6 1.968
2 S -2.060 -0.631 -2.784  O3 1.511, O4 1.475, H13 1.537
3 O -0.561 -0.544 -2.614  S2 1.511
4 O -2.715 0.675 -2.580  S2 1.475
5 C 0.268 1.629 -0.123  C6 1.502, H8 1.112, H9 1.067, H12 1.171
6 C -0.314 0.497 0.672  Br1 1.968, C5 1.502, C7 1.291
7 C -0.374 -0.758 0.377  C6 1.291, H10 1.074, H11 1.044
8 H 0.904 2.413 0.343  C5 1.112
9 H 0.977 1.346 -0.868  C5 1.067
10 H -0.071 -0.887 -0.645  C7 1.074
11 H -0.956 -1.437 0.915  C7 1.044
12 H -0.614 2.209 -0.630  C5 1.171
13 H -2.476 -1.366 -1.500  S2 1.537

HOMO energy in eV: -3.35
Charge: -1
Relative energy (zero: lowest compared OMol25 entry of this formula, charge and spin) in kJ/mol: 97.32

Atom charges from the Mulliken analysis, given in e for atoms 1 to 4: Br -0.292; S 0.289; O -0.638; O -0.595

=====

# 5
Molecular formula: C3H6BrO4S
Method: DFT, wB97M-V/def2-TZVPD

Bonds (Å) are listed after each position.
Cartesian coordinates (Å):
1 Br -0.262 2.394 -0.259  C8 2.003
2 S -2.120 -0.128 -0.044  O4 1.441, O5 1.439, O6 1.437, C8 1.855
3 O -0.171 0.252 1.618  C8 1.582, H15 0.994
4 O -2.021 -1.563 0.046  S2 1.441
5 O -2.753 0.566 1.045  S2 1.439
6 O -2.551 0.282 -1.352  S2 1.437
7 C 2.073 -0.243 -0.126  C9 1.590, H12 1.100, H13 1.066, H14 1.200
8 C -0.350 0.417 0.055  Br1 2.003, S2 1.855, O3 1.582, C9 1.400
9 C 0.590 -0.295 -0.698  C7 1.590, C8 1.400, H10 1.091, H11 1.054
10 H 0.650 -0.146 -1.777  C9 1.091
11 H 0.309 -1.310 -0.672  C9 1.054
12 H 2.470 0.622 0.427  C7 1.100
13 H 2.164 -1.004 0.615  C7 1.066
14 H 3.009 -0.423 -0.856  C7 1.200
15 H -1.037 0.580 1.980  O3 0.994

SMILES: CC[C@@](O)(Br)S(=O)(=O)[O-]
HOMO energy in eV: -5.50
Charge: -1
Relative energy (zero: lowest compared OMol25 entry of this formula, charge and spin) in kJ/mol: 130.30

Atom charges from the Mulliken analysis, given in e for atoms 1 to 4: Br -0.190; S 1.291; O -0.577; O -0.688

=====

# 6
Molecular formula: C3H6Cl2N2O
Method: DFT, wB97M-V/def2-TZVPD

Bonds (Å) are listed after each position.
Cartesian coordinates (Å):
1 Cl -2.595 1.753 0.251  N4 1.720
2 Cl -3.570 -0.880 -0.309  N4 1.754
3 O -1.095 -2.093 0.329  C6 1.177
4 N -2.549 0.438 -0.855  Cl1 1.720, Cl2 1.754
5 N 0.409 -0.231 0.204  C6 1.304, C7 1.472, C8 1.526
6 C -0.565 -1.082 0.043  O3 1.177, N5 1.304
7 C 1.706 -0.646 0.764  N5 1.472, H11 1.176, H12 1.091, H13 1.013
8 C 0.508 1.073 -0.583  N5 1.526, H9 1.072, H10 1.103, H14 1.041
9 H -0.241 0.914 -1.333  C8 1.072
10 H 1.496 1.070 -1.075  C8 1.103
11 H 1.999 -0.190 1.808  C7 1.176
12 H 2.439 -0.455 -0.021  C7 1.091
13 H 1.619 -1.651 0.854  C7 1.013
14 H 0.440 1.980 -0.077  C8 1.041

HOMO energy (spin up / spin down) in eV: -6.39 / -10.11
Charge: 0
2S+1: 3
⟨S²⟩: 2.009
Relative energy (zero: lowest compared OMol25 entry of this formula, charge and spin) in kJ/mol: 0.00

Atom charges from the Mulliken analysis, given in e for atoms 1 to 4: Cl 0.012; Cl -0.008; O -0.431; N -0.071

=====

DFT total energy across the listed records, respectively: -3308.167822 -3483.672771 -3183.718374 -3240.575440 -3391.120600 -1222.825489 Eh.